The following is a quantum chemistry calculation of a structure of composition C34H32CeN7O3S5, from the OMol25 dataset.

Each line ends with the Mulliken spin population.
CARTESIAN COORDINATES (ANGSTROEM)
Ce  -0.313  0.951  -0.052  1.006
S  -1.993  3.182  0.068  -0.006
C  -3.599  2.454  0.177  0.001
C  -4.493  2.829  1.119  0.000
C  -5.770  2.237  1.112  0.000
C  -6.102  1.310  0.132  0.000
C  -5.181  0.971  -0.854  0.000
C  -3.883  1.440  -0.756  -0.001
S  -2.680  0.914  -1.934  -0.002
C  -3.031  -0.844  -1.958  0.002
C  -1.837  -1.699  -2.136  0.001
C  -2.009  -2.900  -2.846  0.000
C  -0.960  -3.808  -2.904  0.000
C  0.245  -3.476  -2.334  0.001
C  0.372  -2.271  -1.682  -0.002
C  1.656  -1.817  -1.122  0.006
S  1.960  -0.110  -1.663  -0.002
C  3.524  0.209  -0.847  -0.001
C  4.641  -0.495  -1.382  0.000
C  5.923  -0.231  -0.921  0.000
C  6.073  0.777  0.024  0.000
C  4.987  1.535  0.449  0.000
C  3.663  1.251  0.099  0.001
S  2.311  2.305  0.505  -0.005
N  -0.663  -1.438  -1.524  -0.001
H  -4.248  3.641  1.861  0.000
H  -6.497  2.511  1.881  0.000
H  -6.977  0.782  0.131  0.000
H  -5.477  0.251  -1.598  0.000
H  -3.753  -1.087  -2.779  0.000
H  -3.502  -1.046  -0.971  0.000
H  -2.983  -3.039  -3.365  0.000
H  -1.168  -4.676  -3.492  0.000
H  1.083  -4.186  -2.464  0.000
H  2.460  -2.500  -1.415  0.000
H  1.644  -1.788  -0.058  -0.003
H  4.441  -1.158  -2.185  0.000
H  6.838  -0.682  -1.329  0.000
H  7.077  0.964  0.312  0.000
H  4.989  2.245  1.238  0.000
N  -1.461  -7.188  1.292  0.000
C  -1.497  -5.843  1.488  0.000
C  -2.627  -5.131  1.890  0.000
C  -2.544  -3.762  2.156  0.000
C  -1.350  -3.033  1.980  0.000
C  -0.271  -3.736  1.501  0.000
C  -0.310  -5.081  1.260  0.000
S  -1.373  -1.222  2.192  0.004
O  -2.165  -0.991  3.349  0.000
O  -1.962  -0.591  0.955  0.002
N  0.100  -0.701  2.003  0.000
C  1.155  -0.904  2.916  0.000
N  2.371  -0.569  2.412  0.000
C  3.431  -0.652  3.234  0.000
C  3.330  -1.087  4.507  0.000
C  2.058  -1.473  4.900  0.000
N  0.983  -1.446  4.125  0.000
H  -2.339  -7.710  1.138  0.000
H  -0.684  -7.612  0.742  0.000
H  -3.628  -5.607  1.939  0.000
H  -3.484  -3.255  2.473  0.000
H  0.685  -3.233  1.299  0.000
H  0.610  -5.510  0.786  0.000
H  4.347  -0.305  2.704  0.000
H  4.239  -1.001  5.184  0.000
H  1.788  -1.847  5.913  0.000
N  0.143  2.256  -2.320  0.000
C  0.408  3.389  -2.544  0.000
N  0.796  4.636  -2.650  0.000
C  2.129  4.904  -2.128  0.000
C  2.009  5.728  -0.770  0.000
O  1.119  6.875  -0.898  0.000
C  -0.186  6.507  -1.350  0.000
C  -0.145  5.760  -2.668  0.000
H  2.626  5.470  -2.871  0.000
H  2.636  3.992  -1.821  0.000
H  2.974  6.047  -0.402  0.000
H  1.718  5.097  0.062  0.000
H  -0.708  7.447  -1.544  0.000
H  -0.756  5.965  -0.613  0.000
H  0.227  6.428  -3.430  0.000
H  -1.157  5.475  -2.925  0.000

As for the multiplicity: 2. The HOMO energy (alpha / beta) comes out at -0.2653 / -0.2655 Ha. The lowest unoccupied orbital energy (alpha / beta) comes out at 0.0706 / 0.0732 eV. The gap between HOMO and LUMO (alpha / beta) comes out at 7.29 / 7.30 eV.


The following is a quantum chemistry calculation of a structure of composition C34H32FeI2N7O4S2, from the OMol25 dataset.

Each line ends with the Mulliken spin population.
CARTESIAN COORDINATES (ANGSTROEM)
Fe  -0.210  0.628  -1.750  3.746
C  4.689  -1.615  -1.889  0.001
N  4.292  -0.529  -1.008  0.003
C  5.057  0.000  0.009  -0.001
C  4.351  0.987  0.570  0.001
N  3.128  1.082  -0.113  0.005
C  3.104  0.115  -1.092  0.007
S  1.978  -0.345  -2.252  0.034
C  2.196  2.133  0.150  -0.001
C  2.567  3.131  1.051  0.002
C  1.698  4.172  1.300  -0.001
C  0.482  4.205  0.641  0.000
C  0.194  3.170  -0.219  0.003
N  1.016  2.136  -0.462  0.015
H  5.661  -1.976  -1.566  0.000
H  4.747  -1.262  -2.917  0.000
H  3.953  -2.416  -1.844  -0.001
H  6.038  -0.374  0.243  0.000
H  4.626  1.618  1.388  0.001
H  3.517  3.125  1.555  0.000
H  1.981  4.951  1.995  0.000
H  -0.227  5.009  0.777  0.000
H  -0.744  3.157  -0.752  -0.002
I  0.382  3.899  -5.691  0.001
C  -1.263  3.575  -4.470  0.021
C  -2.445  4.306  -4.685  -0.004
C  -3.553  4.133  -3.900  0.010
I  -5.259  5.266  -4.296  0.001
C  -3.521  3.194  -2.839  -0.005
C  -4.589  2.926  -1.955  0.002
C  -4.448  1.995  -0.963  -0.002
C  -3.229  1.315  -0.840  0.007
N  -2.208  1.539  -1.636  0.013
C  -2.329  2.463  -2.636  0.020
C  -1.159  2.637  -3.457  -0.034
O  -0.086  1.941  -3.208  0.093
H  -2.467  5.023  -5.494  0.000
H  -5.519  3.466  -2.073  0.000
H  -5.252  1.779  -0.274  0.000
H  -3.092  0.558  -0.077  -0.001
O  0.265  -0.419  0.865  0.025
C  0.556  0.175  1.821  -0.024
C  0.865  -1.887  4.898  0.000
C  1.075  -2.429  3.510  0.000
C  0.118  -3.216  2.883  0.000
C  0.334  -3.786  1.634  0.000
C  1.529  -3.553  0.968  -0.002
N  1.890  -4.151  -0.266  0.000
C  1.191  -5.040  -1.055  0.000
O  1.755  -5.938  -1.637  0.000
N  -0.196  -4.902  -1.161  0.000
C  -0.935  -3.744  -1.447  0.005
C  -2.273  -3.897  -1.803  0.003
C  -3.004  -2.791  -2.180  0.000
C  -2.392  -1.551  -2.181  0.010
N  -1.121  -1.384  -1.805  0.051
C  -0.410  -2.459  -1.433  -0.014
C  2.483  -2.729  1.565  0.001
C  2.263  -2.191  2.819  0.000
H  -0.171  -2.004  5.213  0.000
H  1.125  -0.829  4.955  0.000
H  1.489  -2.419  5.618  0.000
H  -0.814  -3.426  3.395  0.000
H  -0.416  -4.435  1.207  0.000
H  2.876  -4.350  -0.350  0.000
H  -0.555  -5.724  -1.627  0.000
H  -2.723  -4.883  -1.806  0.000
H  -4.036  -2.884  -2.487  0.000
H  -2.920  -0.671  -2.519  0.006
H  0.616  -2.278  -1.155  0.005
H  3.418  -2.538  1.049  0.000
H  3.033  -1.579  3.276  0.000
C  -1.699  2.581  3.762  0.000
S  -2.168  1.617  2.317  -0.001
C  -2.729  0.106  3.126  0.000
O  0.912  0.766  2.751  0.002
H  -1.030  2.006  4.402  0.000
H  -2.575  2.899  4.325  0.000
H  -1.167  3.461  3.404  0.000
H  -3.633  0.279  3.708  0.000
H  -1.947  -0.293  3.774  0.000
H  -2.944  -0.627  2.349  0.000

As for the multiplicity: 5. The HOMO energy (alpha / beta) comes out at -0.3527 / -0.3542 Ha. The lowest unoccupied orbital energy (alpha / beta) comes out at -2.4670 / -2.5769 eV. Its charge is +1. The gap between HOMO and LUMO (alpha / beta) comes out at 7.13 / 7.06 eV.


The following is a quantum chemistry calculation of a structure of composition C34H32N4O4ReS4Sb, from the OMol25 dataset.

Each line ends with the Mulliken spin population.
CARTESIAN COORDINATES (ANGSTROEM)
Re  -1.080  2.059  0.808  0.864
S  -0.793  0.363  2.242  0.049
C  0.050  1.010  3.631  -0.007
C  0.440  0.170  4.673  0.017
C  1.118  0.694  5.757  -0.003
C  1.516  -0.177  6.828  0.003
N  1.839  -0.882  7.675  0.001
C  1.412  2.072  5.806  0.015
C  1.026  2.899  4.768  0.002
C  0.349  2.366  3.672  0.018
S  -0.153  3.397  2.347  -0.008
C  2.113  2.629  6.929  -0.001
N  2.677  3.074  7.824  0.008
H  0.219  -0.888  4.635  0.001
H  1.254  3.956  4.808  0.000
C  1.831  3.782  -1.011  0.001
S  0.467  2.748  -1.378  0.012
O  0.506  2.355  -2.742  -0.004
O  0.532  1.593  -0.379  0.050
O  -0.791  3.425  -0.934  -0.004
H  1.751  4.666  -1.642  0.001
H  2.727  3.215  -1.258  0.000
H  1.798  4.041  0.045  0.000
C  4.723  -5.481  -0.362  0.000
C  3.865  -5.309  0.715  0.000
C  2.995  -4.227  0.741  0.000
C  2.968  -3.312  -0.309  0.001
C  3.836  -3.491  -1.383  -0.001
C  4.710  -4.570  -1.408  0.000
Sb  1.559  -1.708  -0.210  -0.006
C  2.299  -0.666  -1.929  -0.002
C  3.401  0.166  -1.732  0.000
C  3.968  0.863  -2.791  -0.001
C  3.424  0.754  -4.064  0.000
C  2.324  -0.063  -4.271  0.000
C  1.769  -0.771  -3.211  0.000
C  -0.047  -2.791  -1.132  0.000
C  0.123  -3.613  -2.245  0.001
C  -0.949  -4.315  -2.779  0.000
C  -2.203  -4.231  -2.187  0.000
C  -2.379  -3.444  -1.057  0.000
C  -1.308  -2.721  -0.541  0.000
H  5.405  -6.321  -0.382  0.000
H  3.875  -6.013  1.536  0.000
H  2.335  -4.102  1.593  0.000
H  3.841  -2.785  -2.206  0.000
H  5.382  -4.699  -2.247  0.000
H  3.844  0.258  -0.743  0.000
H  4.843  1.480  -2.626  0.000
H  3.862  1.297  -4.891  0.000
H  1.900  -0.158  -5.263  0.000
H  0.920  -1.418  -3.399  -0.001
H  1.104  -3.724  -2.693  0.000
H  -0.802  -4.947  -3.646  0.000
H  -3.032  -4.798  -2.589  0.000
H  -3.344  -3.412  -0.565  0.000
H  -1.457  -2.107  0.340  -0.002
C  -4.144  0.037  -1.956  0.000
S  -2.647  1.003  -1.939  0.002
C  -1.657  -0.007  -3.022  0.000
O  -2.073  0.707  -0.532  -0.025
H  -4.567  0.087  -2.959  0.000
H  -4.829  0.480  -1.238  0.000
H  -3.900  -0.988  -1.682  0.000
H  -2.110  0.032  -4.012  0.000
H  -1.632  -1.024  -2.630  0.000
H  -0.660  0.430  -3.053  -0.001
N  -4.073  0.901  1.772  0.008
C  -4.121  2.226  1.508  -0.007
C  -5.346  2.915  1.631  -0.007
C  -5.413  4.245  1.334  0.001
C  -4.257  4.920  0.914  0.001
C  -3.100  4.213  0.822  -0.010
N  -3.009  2.878  1.104  0.026
H  -4.836  0.509  2.298  0.000
H  -3.176  0.451  1.884  -0.005
H  -6.216  2.367  1.964  0.000
H  -6.352  4.774  1.431  0.000
H  -4.266  5.973  0.678  0.000
H  -2.179  4.685  0.513  0.007

As for the multiplicity: 2. The HOMO energy (alpha / beta) comes out at -0.3843 / -0.3859 Ha. The lowest unoccupied orbital energy (alpha / beta) comes out at -4.6008 / -4.2115 eV. Its charge is +1. The gap between HOMO and LUMO (alpha / beta) comes out at 5.86 / 6.29 eV.


Quick rundown of energy above the lowest of the compared OMol25 structures with the same formula, charge and spin, same order as above: 51.5 0.0 28.0 kJ/mol
Quick rundown of E_tot, same order as above: -119457.810 -126656.489 -101931.369 eV